Entry 1:
The following is a DFT calculation (ωB97M-V with the def2-TZVPD basis set) of C43H52N7S2Ti as an isolated structure at a distorted geometry.

Computed properties:
LUMO level (alpha / beta) ... -1.131 / -1.123 eV
Gap between HOMO and LUMO (alpha / beta) ... 5.904 / 5.907 eV
E ... -3698.9118 hartree
Relative energy (zero: lowest compared OMol25 entry of this formula, charge and spin) ... 183.3 kJ/mol
Expectation value of S² ... 0.7533
HOMO (alpha / beta) ... -7.0 / -7.0 eV

Structure (ORCA input):
```
! RIJCOSX wB97M-V def2-TZVPD def2/J DEFGRID3
* xyz 0 2
Ti 0.15 0.76 -0.84
S -3.94 -7.27 1.24
S -1.04 0.93 -2.91
N -4.83 -5.15 0.02
N -2.74 -5.89 -0.61
N -1.10 1.84 0.49
N 2.07 -0.12 -1.14
N -0.28 -1.55 -4.06
N -0.27 -0.95 0.19
N 1.18 2.68 -0.52
C -2.11 -2.83 3.76
C 2.21 -1.48 -1.31
C -2.31 -0.15 1.31
C -5.43 1.35 1.37
C 1.80 6.56 1.35
C -3.83 -6.06 0.17
C -1.27 3.19 0.74
C 2.96 4.29 -0.93
C 3.53 -1.65 -1.86
C 3.32 1.90 -1.60
C 4.08 -0.40 -2.12
C 4.22 4.93 -1.38
C -2.58 3.42 1.46
C 3.67 -3.50 -3.62
C -2.53 -2.99 2.26
C 0.82 3.89 -0.15
C 3.14 0.53 -1.65
C 5.37 0.00 -2.76
C -1.50 -2.44 1.35
C 5.19 4.93 -0.20
C -5.77 -2.91 -0.48
C 6.67 0.15 -1.90
C 1.83 4.92 -0.42
C -1.31 -1.11 0.90
C 1.52 -2.48 -0.64
C -0.63 -0.55 -3.62
C 2.49 2.83 -1.07
C -2.60 -4.86 -1.36
C -3.09 2.18 1.63
C -2.11 1.18 1.12
C 4.16 -3.01 -2.27
C -4.36 1.94 2.32
C -2.66 5.13 3.31
C -3.20 4.63 1.97
C 0.38 -2.22 0.06
C 0.07 -4.49 1.23
C -3.53 -3.80 -1.31
C -4.74 -3.99 -0.67
C 1.20 -4.57 2.25
C -0.36 4.10 0.51
C 1.74 6.36 -0.12
C -0.41 -3.12 0.93
C -1.41 -4.77 -2.33
H -4.31 4.49 1.82
H -2.65 -3.38 4.49
H -4.30 1.30 3.20
H -0.77 -5.13 1.65
H 2.58 5.90 1.72
H 7.57 0.34 -2.51
H 0.67 6.50 -0.32
H 4.17 -3.21 -4.54
H 0.87 -4.22 3.17
H 2.12 7.60 1.60
H 4.03 5.96 -1.58
H -5.87 -2.34 -1.42
H -3.57 -2.61 2.11
H -0.71 -5.57 -2.16
H -3.13 6.04 3.43
H 4.07 -3.66 -1.48
H -1.05 -3.17 3.75
H 2.56 -3.23 -3.74
H -2.86 5.44 1.32
H 4.94 5.60 0.68
H -2.20 -1.77 3.91
H 5.12 0.90 -3.31
H -5.69 2.12 0.65
H -6.70 -3.33 -0.11
H -3.25 -0.34 1.84
H 1.91 -3.46 -0.91
H -0.85 -3.82 -2.12
H 2.03 -3.86 1.91
H -5.60 -5.32 0.71
H 5.17 3.93 0.24
H 5.26 -2.83 -2.31
H 0.86 6.42 1.86
H -3.25 -2.83 -1.79
H 6.83 -0.80 -1.38
H -0.66 5.09 0.67
H 6.21 5.16 -0.51
H -5.15 0.48 0.80
H -1.75 -4.71 -3.29
H 3.75 -4.61 -3.50
H -4.80 2.86 2.73
H 4.59 4.43 -2.30
H -5.31 -2.29 0.25
H 6.45 0.88 -1.13
H -3.10 4.54 4.09
H -1.52 4.98 3.28
H 5.62 -0.79 -3.48
H 0.40 -4.90 0.29
H -2.55 -4.06 2.03
H -6.34 1.21 1.83
H 1.57 -5.61 2.35
H 2.41 7.06 -0.60
H 4.30 2.27 -1.94
*
```



Entry 2:
The following is a DFT calculation (ωB97M-V with the def2-TZVPD basis set) of C43H53BN4O5P2STi as an isolated structure.

Computed properties:
LUMO level (alpha / beta) ... 2.354 / 2.354 eV
Gap between HOMO and LUMO (alpha / beta) ... 4.975 / 6.408 eV
E ... -4220.9024 hartree
Relative energy (zero: lowest compared OMol25 entry of this formula, charge and spin) ... 498.4 kJ/mol
Expectation value of S² ... 0.7668
HOMO (alpha / beta) ... -2.6 / -4.1 eV

Structure (ORCA input):
```
! RIJCOSX wB97M-V def2-TZVPD def2/J DEFGRID3
* xyz -1 2
Ti 0.13 0.09 0.67
S -0.94 -1.31 2.55
P -1.92 -0.13 -1.16
P 1.64 -2.31 0.91
O -2.95 1.02 1.82
O 0.88 1.67 -0.13
O 1.45 0.66 1.92
O -1.58 2.76 1.04
O -0.97 1.68 3.05
N 0.90 -0.76 -1.26
N -1.45 0.90 4.03
N 2.28 1.68 1.69
N 1.93 2.23 0.51
C -4.75 4.62 1.10
C 2.44 -2.81 2.53
C -2.09 -1.14 5.00
C -1.66 -1.83 -6.25
C 0.34 -0.89 -2.49
C -1.54 -0.45 3.90
C -1.06 -0.74 -2.64
C -3.38 4.43 0.92
C 6.50 -0.29 -0.26
C -1.68 -1.08 -3.84
C -3.67 2.15 1.66
C -3.27 -1.41 -1.03
C 2.92 -1.60 3.33
C 2.28 -0.67 -1.12
C 1.09 -3.90 -1.36
C -2.29 0.89 6.24
C -4.35 -1.06 -0.01
C 2.96 4.74 -1.94
C 2.64 3.22 -0.09
C -2.46 -0.50 6.15
C -5.56 3.59 1.55
C 4.24 -1.31 0.15
C 3.82 3.71 0.50
C 2.88 -1.43 -0.10
C -2.85 3.19 1.20
C 4.44 0.31 -1.59
C 1.06 -1.29 -3.64
C 5.04 -0.44 -0.59
C -5.02 2.32 1.83
C -2.64 -2.76 -0.70
C -0.97 -1.49 -4.95
C 0.40 -4.78 0.89
C -1.74 2.43 -2.17
C 4.13 5.23 -1.36
C -1.80 1.55 5.16
C -3.89 1.27 -2.75
C 4.54 4.70 -0.14
C 1.45 -3.98 0.12
C -2.79 1.42 -1.71
C 3.50 -3.91 2.46
C 3.08 0.20 -1.86
C 0.42 -1.58 -4.83
C 2.22 3.75 -1.32
B -1.53 1.39 1.63
H 4.26 -3.71 1.71
H 0.28 -5.78 0.45
H -1.38 -1.13 -7.05
H -4.44 2.21 -2.83
H -6.62 3.75 1.68
H 3.06 -4.88 2.22
H -0.56 -4.27 0.85
H 1.03 -4.91 -1.78
H -1.01 2.61 -1.38
H -5.64 1.50 2.17
H 0.13 -3.42 -1.51
H 3.26 -1.93 4.32
H -1.65 2.62 5.10
H 2.13 -1.41 -3.58
H -3.72 -1.47 -2.02
H 1.57 -3.21 3.07
H -4.78 -0.07 -0.19
H 2.62 5.13 -2.89
H -3.40 -3.54 -0.65
H 3.75 -1.08 2.84
H -3.48 1.04 -3.73
H -3.95 -1.06 1.00
H 5.45 5.07 0.32
H 4.71 -1.87 0.95
H 4.71 6.00 -1.85
H -2.74 -1.79 -6.14
H -1.22 2.07 -3.06
H 1.32 3.36 -1.77
H -5.19 5.59 0.89
H -2.22 3.38 -2.42
H -1.91 -3.04 -1.46
H 2.42 -4.48 0.19
H 5.03 1.02 -2.16
H 4.15 3.29 1.44
H -2.14 -2.72 0.27
H -2.19 -2.21 4.90
H 2.62 0.83 -2.61
H 1.01 -1.89 -5.68
H -3.24 1.80 -0.79
H -4.61 0.49 -2.49
H -2.74 5.23 0.56
H 1.83 -3.34 -1.93
H -2.56 1.44 7.13
H -1.39 -2.83 -6.59
H 6.64 0.14 0.73
H 2.12 -0.87 3.45
H 4.00 -4.00 3.42
H -2.88 -1.05 6.98
H 7.02 -1.25 -0.28
H -5.16 -1.79 -0.07
H 7.00 0.37 -0.98
H -2.76 -1.02 -3.91
H 0.68 -4.91 1.94
*
```



Entry 3:
The following is a DFT calculation (ωB97M-V with the def2-TZVPD basis set) of C43H53BN8O2S3Sn as an isolated structure.

Computed properties:
LUMO level ... -0.333 eV
Gap between HOMO and LUMO ... 6.975 eV
E ... -3692.7091 hartree
Relative energy (zero: lowest compared OMol25 entry of this formula, charge and spin) ... 5.3 kJ/mol
HOMO ... -7.3 eV

Structure (ORCA input):
```
! RIJCOSX wB97M-V def2-TZVPD def2/J DEFGRID3
* xyz 0 1
Sn -2.74 -2.27 -0.57
S -2.50 1.18 -0.73
S 0.89 -2.12 1.09
S 0.14 -0.69 -1.84
O -4.31 -2.51 0.74
O -3.98 -2.63 -2.16
N 2.87 1.09 0.01
N -2.07 -5.58 1.25
N 1.95 0.14 0.22
N -1.77 -4.43 -1.53
N 0.29 0.98 2.02
N -0.38 0.85 0.86
N 0.82 2.93 -1.36
N 0.63 1.63 -1.41
C -4.76 -3.35 1.67
C -1.79 0.96 3.15
C -5.81 -5.19 3.53
C 1.62 2.16 4.17
C 4.40 -0.26 1.19
C -6.57 -4.12 3.08
C -6.06 -3.21 2.16
C 0.46 5.66 -1.18
C 2.54 5.26 -2.52
C 3.79 -2.48 2.15
C -3.97 0.80 1.95
C -3.43 -2.61 -3.36
C 2.14 -1.02 0.89
C 4.47 3.34 0.85
C 1.02 5.06 -2.47
C -0.34 1.58 5.61
C -1.74 0.96 0.75
C 5.03 2.07 0.20
C -4.02 -1.83 -4.38
C -2.61 -4.51 1.64
C 6.43 1.79 0.76
C 5.13 2.28 -1.32
C -1.06 -5.58 -0.93
C -2.28 -3.36 -3.69
C -0.08 0.70 -4.94
C 4.07 0.92 0.47
C 0.26 1.51 -3.74
C -4.51 -5.33 3.05
C 0.49 1.15 4.40
C -3.48 -1.77 -5.64
C -0.37 1.06 3.14
C -1.64 -4.32 -2.79
C 3.47 -1.22 1.40
C -0.80 -5.42 0.56
C 0.38 5.78 -3.67
C -1.76 -3.29 -4.99
C 1.09 -0.23 4.65
C -3.98 -4.41 2.16
C 0.46 2.86 -3.72
C -2.33 -2.50 -5.96
C -2.48 0.90 1.99
C 0.74 3.56 -2.51
C 0.36 0.90 -2.48
B 0.56 0.52 -0.30
H 3.01 4.77 -1.66
H -0.69 5.58 -3.73
H -0.32 -4.46 0.77
H 0.39 3.42 -4.64
H 5.55 1.40 -1.81
H 3.08 -2.61 2.97
H -3.89 -6.16 3.38
H 4.14 2.46 -1.74
H -0.12 -6.22 0.86
H 1.72 -0.54 3.82
H -0.62 5.53 -1.12
H -7.58 -3.99 3.44
H 0.69 6.73 -1.15
H 7.08 2.64 0.55
H -0.12 -5.74 -1.45
H 2.22 1.89 3.30
H -6.66 -2.39 1.79
H 3.67 -3.35 1.51
H 0.57 -0.17 -5.02
H 0.90 5.19 -0.30
H 4.80 -2.45 2.54
H -1.91 -2.46 -6.96
H 2.97 4.83 -3.43
H 5.77 3.13 -1.54
H 0.84 5.49 -4.62
H 1.68 -0.22 5.57
H -0.89 -3.90 -5.23
H -0.97 -5.02 -3.30
H 1.23 3.17 4.01
H -0.87 2.52 5.42
H 3.47 3.55 0.47
H 6.41 1.65 1.84
H 0.32 1.73 6.46
H -6.21 -5.90 4.23
H -1.11 0.32 -4.86
H 2.78 6.32 -2.49
H -4.37 0.73 2.96
H 5.40 -0.39 1.58
H 6.88 0.90 0.30
H -4.28 -0.07 1.37
H 5.12 4.19 0.63
H 0.30 -0.99 4.76
H 2.27 2.18 5.05
H -1.69 -6.46 -1.07
H -2.06 -3.56 1.56
H -4.40 1.68 1.45
H -1.08 0.83 5.89
H -2.32 0.94 4.09
H -3.95 -1.16 -6.39
H 0.52 6.85 -3.55
H -4.91 -1.28 -4.12
H 4.41 3.23 1.93
H 0.00 1.29 -5.85
*
```



Entry 4:
The following is a DFT calculation (ωB97M-V with the def2-TZVPD basis set) of an isolated molecule of C43H53NO14.

Computed properties:
LUMO level ... 0.531 eV
Gap between HOMO and LUMO ... 9.490 eV
E ... -2778.5431 hartree
Relative energy (zero: lowest compared OMol25 entry of this formula, charge and spin) ... 5.7 kJ/mol
HOMO ... -9.0 eV

Structure (ORCA input):
```
! RIJCOSX wB97M-V def2-TZVPD def2/J DEFGRID3
* xyz 0 1
O 2.66 -3.46 3.16
O 0.48 0.60 2.68
O -4.37 -1.92 -0.33
O 4.73 0.65 3.11
O 3.41 -4.16 0.49
O 1.09 -4.54 -0.57
O 2.43 0.21 -2.88
O -3.84 -0.40 -1.95
O 5.34 0.78 -1.58
O -2.84 1.98 1.72
O -1.83 2.18 -1.66
O -1.46 0.66 -0.04
O 2.17 1.69 1.67
O 3.32 1.25 -0.70
N -4.47 0.23 0.14
C 1.41 -1.77 -1.91
C 4.73 -1.99 1.31
C 0.70 -2.17 -0.63
C -5.64 2.34 0.51
C -2.97 -3.23 -1.89
C 2.64 -2.62 -2.25
C -5.87 2.24 1.87
C -6.97 2.88 2.44
C 2.65 -0.54 0.81
C 0.63 0.60 -1.32
C 1.83 -0.28 -1.70
C 2.70 -3.17 0.56
C -5.45 -2.98 -2.24
C -1.16 -1.72 1.03
C -7.60 3.71 0.28
C 3.07 0.58 1.79
C -4.58 -4.26 -0.26
C 4.64 3.05 -1.39
C 3.19 -1.92 1.30
C -0.33 -1.43 -0.18
C 3.73 3.93 -0.82
C 1.24 -3.34 0.14
C 3.91 5.29 -0.96
C 0.48 -1.93 -3.13
C -4.33 -3.08 -1.20
C 2.59 -2.13 2.73
C -4.20 -0.69 -0.83
C 0.94 1.60 2.18
C -7.83 3.61 1.64
C 0.23 2.92 2.08
C 4.49 1.58 -1.26
C 3.23 -1.19 3.76
C 4.51 1.12 1.78
C -2.04 1.73 -0.57
C -6.51 3.08 -0.28
C -3.11 2.27 0.38
C 5.74 3.54 -2.08
C 5.00 5.78 -1.66
C 2.98 -0.14 -0.65
C -4.45 1.65 -0.12
C -0.65 -0.15 -0.91
C 5.92 4.91 -2.22
C 3.37 0.24 3.27
H -8.69 4.10 2.09
H 2.33 -3.62 -2.53
H 6.45 2.84 -2.51
H 0.64 3.59 2.84
H -0.83 2.80 2.25
H 2.88 3.54 -0.28
H 1.56 -0.59 0.91
H -5.48 -3.89 -2.84
H 0.42 3.37 1.10
H 3.58 -3.74 3.18
H -2.17 -3.28 -1.15
H 0.71 -3.42 1.11
H 1.79 0.17 -3.60
H -3.17 3.36 0.29
H 3.20 5.98 -0.52
H -4.48 1.78 -1.21
H 0.92 1.24 -0.48
H 6.77 5.29 -2.76
H -2.20 -1.50 0.82
H 2.85 0.93 3.94
H 5.16 -1.33 2.06
H -1.08 -2.76 1.34
H 2.61 -1.22 4.66
H -6.32 3.16 -1.34
H -5.19 1.69 2.50
H 5.14 6.85 -1.76
H 5.21 0.68 1.07
H 3.85 -0.68 -1.02
H 3.17 -2.15 -3.08
H -5.27 -2.13 -2.90
H -4.82 -0.10 1.02
H 0.40 1.26 -2.15
H -2.51 1.07 1.77
H -1.29 -0.34 -1.78
H -5.53 -4.14 0.25
H 4.22 -1.55 4.03
H 5.04 -3.01 1.52
H 5.13 -1.72 0.34
H -4.59 -5.19 -0.82
H 1.52 -1.90 2.68
H 1.07 -1.94 -4.04
H -2.96 -4.14 -2.48
H -0.84 -1.08 1.86
H -3.79 -4.30 0.49
H -0.26 -1.15 -3.21
H -6.41 -2.85 -1.75
H -8.27 4.28 -0.34
H -0.03 -2.88 -3.05
H -7.14 2.80 3.50
H 1.90 -5.05 -0.42
H 3.35 -2.69 -1.42
H -2.79 -2.38 -2.55
H 4.55 2.21 1.71
*
```



Which of these has the highest E? C43H53NO14